DFT (ωB97M-V/def2-TZVPD) results for a structure of composition C34H38FeN6O6P2 in a non-equilibrium geometry.

Structure (XYZ):
```
87
C34H38FeN6O6P2 | the Open Molecules 2025 dataset | ωB97M-V/def2-TZVPD
C 4.631 0.938 -2.920
O -3.332 -0.484 9.911
C -1.342 0.112 8.101
C -1.950 2.821 -4.155
H -0.014 3.438 0.804
C 3.217 0.134 -4.495
O -2.083 0.062 11.631
C 2.633 -3.821 -6.250
H 3.100 1.119 0.361
C 0.657 3.346 1.661
C 2.105 1.476 0.626
H -2.133 0.497 1.563
C 3.752 0.031 -2.317
C -5.204 -1.376 -5.113
H -1.828 3.544 -4.949
H 2.416 -4.415 -2.969
H 0.329 0.347 -3.728
H 2.823 -3.971 -7.302
N 2.144 -2.765 -4.308
C -0.431 0.320 5.689
N -2.057 0.812 -3.087
C -1.926 1.440 -4.324
C 0.413 -0.649 -4.206
C 2.456 -4.079 -3.993
H 0.189 0.800 11.110
C 2.775 -4.754 -5.172
H -2.309 -0.219 7.732
H -0.960 -2.429 -4.429
H -0.729 3.653 3.262
P -1.899 -1.010 -2.752
C -0.963 -1.323 -4.311
C -4.049 -2.548 -3.543
C 1.103 0.972 9.160
H 1.773 1.008 7.089
H -0.927 -3.413 0.148
C -2.168 3.062 -2.769
H 4.734 1.587 -5.098
H -5.884 -1.107 -5.906
H 1.016 -0.338 0.901
C 1.944 2.632 1.293
H 0.957 4.363 1.937
C -5.060 -2.657 -4.493
Fe -0.204 -2.179 -2.022
H 3.673 -0.293 -1.287
H -5.623 -3.548 -4.716
H -1.484 1.351 3.636
H -1.851 0.888 -5.249
H 0.767 -0.456 -5.228
C -0.058 2.854 2.919
C 0.052 0.672 10.041
H -2.266 4.022 -2.283
H -3.618 -3.280 -2.877
H 1.189 0.240 -0.736
H 0.675 2.629 3.707
H 5.409 1.511 -2.434
C -2.242 1.813 -2.148
N -3.556 -1.247 -3.539
H 2.874 3.156 1.578
C -4.277 -0.527 -4.505
O 2.445 1.661 10.908
C -0.281 0.398 7.217
H 0.311 -2.113 0.431
C 0.024 -2.962 -0.221
C 0.943 0.817 7.764
P 1.504 -1.632 -3.070
C 2.213 -2.619 -5.687
H -0.467 2.119 -0.244
N -2.256 -0.082 10.401
H 0.837 -3.708 -0.264
H 2.640 -0.043 -5.391
H -1.567 -0.932 -5.141
C -1.168 0.231 9.506
C -1.001 1.736 2.729
C -1.289 1.203 1.552
H 3.080 -5.784 -5.257
H -4.097 0.518 -4.720
C 1.001 0.572 0.296
H -1.004 0.413 -0.350
O 3.253 1.785 8.871
H 1.922 -1.707 -6.182
N 2.340 1.500 9.673
H -2.461 1.566 -1.119
C 4.289 0.997 -4.306
O 0.630 0.259 5.024
C -0.464 1.149 0.283
O -1.636 0.358 5.325
N 2.884 -0.459 -3.279
```

Summary:
- E_HOMO (alpha / beta): -7.60 / -7.60 eV
- Spin multiplicity: 5
- <S²>: 6.0195

Löwdin atomic charge list, values in e, 6 entries:
1 C -0.07
2 O 0.06
3 C 0.09
4 C -0.06
5 H 0.09
6 C -0.15